DFT (ωB97M-V/def2-TZVPD) results for a cluster of 7 separate species, C49H101N5O9 in total.

CARTESIAN COORDINATES (ANGSTROEM)
C -1.312 -0.016 -1.112
C -0.447 -1.135 -0.633
O 0.648 -1.236 -1.137
O -0.953 -1.967 0.146
H -1.697 -0.201 -2.115
H -0.702 0.887 -1.124
H -2.240 0.184 -0.574
C -0.800 -4.119 4.101
C -1.384 -4.130 2.635
O -0.678 -4.380 1.632
O -2.580 -3.877 2.613
H -1.246 -3.411 4.799
H 0.236 -3.784 4.050
H -0.833 -5.149 4.455
C 3.327 -0.077 -7.022
C 2.799 1.152 -6.176
C 2.676 2.437 -7.086
C 1.404 2.396 -7.901
C 0.246 2.346 -6.917
C 0.239 1.105 -6.033
N 1.590 0.937 -5.414
O 1.734 0.145 -4.311
C -0.846 1.525 -5.021
C -0.172 -0.179 -6.823
C 4.025 1.625 -5.221
H 3.113 0.070 -8.081
H 2.710 -0.888 -6.636
H 4.378 -0.248 -6.789
H 3.050 3.295 -6.527
H 3.433 2.393 -7.869
H 1.370 1.532 -8.566
H 1.318 3.293 -8.513
H -0.641 2.219 -7.538
H 0.326 3.268 -6.342
H -0.353 2.270 -4.397
H -1.790 1.807 -5.487
H -0.928 0.619 -4.421
H -0.591 -0.891 -6.111
H -0.860 0.164 -7.595
H 0.721 -0.685 -7.190
H 4.894 1.887 -5.826
H 4.383 0.863 -4.529
H 3.753 2.473 -4.593
H 1.453 0.704 -3.583
C -5.050 -1.036 -1.407
C -6.072 -1.097 -0.232
C -7.466 -1.337 -0.910
C -8.608 -1.843 0.079
C -8.086 -3.020 0.989
C -6.687 -2.693 1.719
N -5.681 -2.206 0.695
O -4.415 -2.074 1.215
C -6.747 -1.728 2.967
C -6.289 -4.173 2.210
C -6.092 0.334 0.475
H -5.294 -1.890 -2.038
H -3.989 -1.156 -1.190
H -5.159 -0.200 -2.098
H -7.815 -0.541 -1.567
H -7.383 -2.116 -1.668
H -9.311 -2.142 -0.698
H -9.010 -0.985 0.617
H -8.186 -3.954 0.436
H -8.905 -2.929 1.702
H -6.950 -2.400 3.800
H -5.920 -1.074 3.241
H -7.613 -1.069 2.907
H -6.925 -4.457 3.048
H -6.562 -4.930 1.474
H -5.249 -4.380 2.462
H -5.866 1.018 -0.343
H -5.337 0.498 1.243
H -6.988 0.735 0.948
H -4.568 -1.535 1.995
C -1.464 1.482 5.418
C -2.560 1.072 4.375
C -3.321 -0.108 4.946
C -4.564 0.131 5.709
C -5.430 1.269 5.077
C -4.621 2.616 4.787
N -3.469 2.189 3.945
O -2.691 3.220 3.455
C -5.632 3.421 3.935
C -4.283 3.421 6.097
C -1.829 0.508 3.126
H -1.810 1.904 6.361
H -0.754 2.125 4.898
H -0.701 0.800 5.794
H -3.434 -0.986 4.310
H -2.689 -0.670 5.634
H -4.201 0.473 6.678
H -5.319 -0.646 5.834
H -6.212 1.477 5.807
H -6.017 0.889 4.241
H -6.565 3.744 4.397
H -5.057 4.302 3.650
H -5.709 3.003 2.932
H -3.597 4.222 5.822
H -5.237 3.669 6.563
H -3.666 2.913 6.838
H -1.650 -0.553 3.300
H -0.792 0.839 3.063
H -2.434 0.624 2.227
H -3.096 3.147 2.588
C 2.135 4.784 1.622
C 2.359 3.390 1.045
C 3.104 3.587 -0.333
C 4.664 3.980 -0.241
C 5.340 2.981 0.687
C 4.697 2.740 2.034
N 3.190 2.531 1.924
O 2.581 2.326 3.195
C 5.365 1.516 2.667
C 5.182 4.036 2.853
C 0.986 2.608 0.763
H 1.721 5.476 0.889
H 3.031 5.312 1.947
H 1.315 4.848 2.338
H 3.081 2.745 -1.025
H 2.753 4.493 -0.826
H 4.767 4.959 0.226
H 5.161 4.237 -1.177
H 6.416 3.125 0.587
H 5.257 2.018 0.184
H 5.212 1.570 3.744
H 4.989 0.636 2.145
H 6.453 1.499 2.597
H 4.548 4.262 3.710
H 6.260 3.904 2.947
H 5.085 4.911 2.210
H 0.361 2.184 1.549
H 1.183 1.839 0.016
H 0.207 3.211 0.298
H 2.479 1.373 3.244
C 6.032 -1.310 -2.184
C 4.894 -2.338 -1.847
C 5.028 -3.479 -2.972
C 6.062 -4.467 -2.661
C 5.950 -5.053 -1.289
C 5.748 -4.078 -0.060
N 4.870 -3.064 -0.544
O 4.528 -2.170 0.489
C 5.266 -5.045 1.059
C 7.045 -3.326 0.429
C 3.499 -1.706 -2.267
H 7.011 -1.775 -2.070
H 5.931 -0.409 -1.579
H 6.014 -1.020 -3.235
H 4.045 -3.936 -3.088
H 5.273 -3.043 -3.941
H 7.106 -4.235 -2.869
H 5.853 -5.307 -3.323
H 6.934 -5.476 -1.086
H 5.236 -5.876 -1.313
H 4.790 -4.577 1.921
H 4.358 -5.604 0.832
H 6.127 -5.602 1.428
H 6.882 -2.421 1.015
H 7.586 -4.022 1.070
H 7.591 -3.129 -0.494
H 3.662 -1.100 -3.158
H 3.176 -0.937 -1.565
H 2.573 -2.280 -2.263
H 5.308 -1.633 0.649

Net charge: -1
⟨S²⟩: 0.76
Lowest unoccupied orbital energy (spin up / spin down) (eV): 2.13 / 0.37
E_tot (Ha): -2878.03393
Gap between HOMO and LUMO (spin up / spin down) (eV): 7.2378 / 4.6857
Spin multiplicity: 2
HOMO energy (spin up / spin down) (eV): -5.11 / -4.32

Löwdin atomic charge list, values in e, 99 entries: C -0.002; C -0.717; O 0.044; O 0.195; H 0.074; H 0.065; H 0.061; C -0.032; C -0.748; O 0.018; O -0.025; H 0.046; H 0.050; H 0.057; C -0.014; C -0.431; C -0.156; C -0.190; C -0.175; C -0.488; N -0.146; O 0.014; C -0.031; C 0.001; C -0.038; H 0.067; H 0.068; H 0.071; H 0.108; H 0.107; H 0.109; H 0.109; H 0.112; H 0.126; H 0.089; H 0.094; H 0.067; H 0.082; H 0.079; H 0.062; H 0.074; H 0.052; H 0.071; H 0.105; C -0.041; C -0.434; C -0.141; C -0.170; C -0.110; C -0.374; N -0.129; O 0.000; C -0.018; C -0.030; C -0.030; H 0.073; H 0.061; H 0.078; H 0.110; H 0.097; H 0.092; H 0.090; H 0.106; H 0.100; H 0.073; H 0.046; H 0.071; H 0.067; H 0.063; H 0.069; H 0.063; H 0.054; H 0.064; H 0.054; C -0.031; C -0.438; C -0.180; C -0.179; C -0.121; C -0.455; N -0.126; O -0.007; C -0.051; C -0.020; C -0.008; H 0.064; H 0.069; H 0.081; H 0.109; H 0.119; H 0.105; H 0.110; H 0.106; H 0.089; H 0.087; H 0.068; H 0.075; H 0.079; H 0.078

DFT (ωB97M-V/def2-TZVPD) results for a cluster of 11 separate species, C49H107N16O6P3 in total.

CARTESIAN COORDINATES (ANGSTROEM)
C 0.500 10.124 7.374
N 0.502 10.029 8.831
C 0.722 8.679 9.343
P -0.162 11.176 9.863
O -1.637 11.154 10.003
N 0.690 11.007 11.316
C 2.083 11.424 11.430
C 0.054 11.092 12.630
N 0.438 12.689 9.369
C 1.610 12.848 8.497
C -0.100 13.903 9.946
H 1.249 9.459 6.943
H 0.780 11.128 7.060
H -0.453 9.867 6.905
H 1.494 8.147 8.790
H -0.234 8.144 9.331
H 1.029 8.757 10.387
H 2.497 11.102 12.387
H 2.752 11.038 10.661
H 2.223 12.512 11.443
H 0.437 11.998 13.110
H -1.032 11.095 12.566
H 0.349 10.284 13.308
H 2.224 11.953 8.566
H 1.296 13.105 7.481
H 2.207 13.691 8.853
H 0.347 14.128 10.922
H -1.185 13.827 10.017
H 0.113 14.759 9.302
C 6.302 2.371 8.894
N 6.418 3.008 7.582
C 6.837 2.092 6.535
P 5.330 4.270 7.256
O 3.903 3.905 7.157
N 5.721 5.462 8.390
C 4.597 6.278 8.906
C 7.021 5.797 8.921
N 6.000 4.794 5.785
C 5.071 5.254 4.760
C 7.338 5.328 5.627
H 7.288 2.194 9.331
H 5.808 1.403 8.770
H 5.737 2.973 9.605
H 7.237 2.631 5.675
H 5.982 1.524 6.157
H 7.668 1.499 6.915
H 4.067 5.730 9.684
H 4.981 7.212 9.316
H 3.921 6.554 8.096
H 7.658 4.909 8.874
H 7.527 6.620 8.410
H 6.934 5.998 9.992
H 5.519 5.190 3.768
H 4.199 4.594 4.754
H 4.604 6.229 4.946
H 8.011 4.713 6.229
H 7.485 6.366 5.951
H 7.754 5.316 4.619
C 7.148 13.621 6.781
N 6.082 12.641 6.674
C 4.942 13.089 5.858
P 6.473 10.998 6.686
O 7.397 10.637 7.793
N 5.014 10.156 6.703
C 4.108 10.372 7.847
C 5.061 8.748 6.281
N 7.132 10.663 5.151
C 6.428 10.915 3.908
C 8.443 10.020 5.063
H 8.004 13.348 6.149
H 7.527 13.646 7.804
H 6.777 14.579 6.423
H 4.143 12.345 5.863
H 5.239 13.236 4.818
H 4.492 13.956 6.341
H 4.701 10.032 8.706
H 3.819 11.422 7.835
H 3.235 9.726 7.760
H 4.052 8.543 5.910
H 5.656 8.609 5.377
H 5.399 8.105 7.094
H 6.528 10.074 3.217
H 5.363 10.872 4.152
H 6.675 11.870 3.438
H 8.235 8.947 5.114
H 9.086 10.343 5.878
H 8.944 10.193 4.110
O 4.929 15.820 3.744
C 4.284 15.345 2.850
O 3.062 15.756 2.534
C 2.448 14.833 1.646
C 3.669 14.175 0.984
O 4.728 14.462 1.938
H 1.835 14.096 2.170
H 1.759 15.359 0.989
H 3.935 14.725 0.083
H 3.530 13.106 0.870
C 7.981 14.065 2.055
C 9.067 13.686 3.051
C 10.265 13.039 2.352
C 9.991 11.672 1.924
N 9.772 10.596 1.587
H 7.706 13.211 1.437
H 8.396 14.868 1.439
H 7.147 14.540 2.568
H 8.726 12.955 3.789
H 9.395 14.602 3.545
H 11.081 12.985 3.077
H 10.643 13.581 1.482
C 11.546 12.369 8.498
C 10.890 13.204 7.401
C 11.718 13.036 6.115
C 11.816 11.724 5.472
N 12.001 10.695 5.000
H 12.391 12.931 8.902
H 11.906 11.400 8.160
H 10.812 12.242 9.297
H 10.805 14.245 7.706
H 9.888 12.818 7.203
H 12.762 13.293 6.328
H 11.413 13.766 5.359
C 9.609 9.566 10.128
C 8.407 8.694 10.527
C 7.992 8.914 11.991
C 6.932 8.030 12.411
N 6.064 7.328 12.678
H 9.644 9.640 9.041
H 10.557 9.130 10.444
H 9.513 10.588 10.498
H 8.679 7.646 10.393
H 7.547 8.897 9.889
H 7.820 9.990 12.050
H 8.831 8.688 12.657
C 3.985 8.648 2.869
C 3.282 9.281 1.646
C 1.845 9.611 1.945
C 1.666 10.272 3.259
N 1.626 10.722 4.314
H 3.424 7.756 3.164
H 3.926 9.330 3.713
H 4.996 8.338 2.615
H 3.458 8.688 0.749
H 3.861 10.191 1.448
H 1.231 8.713 2.055
H 1.427 10.245 1.163
C 10.399 6.035 0.388
C 9.014 6.666 0.628
C 8.372 6.469 2.005
C 9.191 6.921 3.138
N 9.852 7.271 4.010
H 11.216 6.496 0.933
H 10.601 6.145 -0.681
H 10.250 4.956 0.469
H 8.373 6.207 -0.126
H 9.073 7.729 0.394
H 8.124 5.433 2.239
H 7.521 7.147 2.130
C 2.693 16.241 7.801
C 1.915 17.191 6.886
C 1.706 16.562 5.518
C 0.726 15.456 5.493
N -0.045 14.609 5.403
H 3.705 16.127 7.412
H 2.138 15.300 7.751
H 2.777 16.432 8.869
H 2.447 18.142 6.793
H 0.975 17.530 7.327
H 2.607 16.227 5.000
H 1.321 17.253 4.761
C 7.123 14.608 11.858
C 7.493 13.526 10.842
C 6.281 12.745 10.274
C 5.052 13.408 9.854
N 4.041 13.905 9.627
H 6.630 14.091 12.683
H 6.404 15.318 11.451
H 8.015 15.140 12.180
H 8.205 12.845 11.305
H 7.945 13.947 9.940
H 5.952 12.089 11.093
H 6.607 11.981 9.562

Net charge: 0
Relative energy (zero: lowest compared OMol25 entry of this formula, charge and spin) (kcal/mol): 0.00
Lowest unoccupied orbital energy (eV): 0.05
SMILES string: CN(C)P(=O)(N(C)C)N(C)C.CN(C)P(=O)(N(C)C)N(C)C.CN(C)P(=O)(N(C)C)N(C)C.O=C1OCCO1.CCCC#N.CCCC#N.CCCC#N.CCCC#N.CCCC#N.CCCC#N.CCCC#N
E_tot (Ha): -4282.89874
Gap between HOMO and LUMO (eV): 7.6197
HOMO energy (eV): -7.57

Löwdin atomic charge list, values in e, 99 entries: C -0.126; N -0.295; C -0.104; P 0.560; O -0.298; N -0.303; C -0.128; C -0.116; N -0.289; C -0.157; C -0.103; H 0.054; H 0.041; H 0.087; H 0.068; H 0.086; H 0.070; H 0.081; H 0.066; H 0.070; H 0.075; H 0.074; H 0.077; H 0.030; H 0.064; H 0.005; H 0.077; H 0.078; H 0.073; C -0.119; N -0.321; C -0.114; P 0.556; O -0.274; N -0.289; C -0.105; C -0.127; N -0.296; C -0.116; C -0.123; H 0.079; H 0.083; H 0.078; H 0.062; H 0.089; H 0.086; H 0.085; H 0.067; H 0.062; H 0.076; H 0.072; H 0.070; H 0.076; H 0.073; H 0.058; H 0.078; H 0.069; H 0.051; C -0.089; N -0.278; C -0.100; P 0.572; O -0.290; N -0.292; C -0.080; C -0.102; N -0.292; C -0.107; C -0.110; H 0.059; H 0.055; H 0.092; H 0.065; H 0.064; H 0.075; H 0.087; H 0.048; H 0.064; H 0.079; H 0.066; H 0.070; H 0.077; H 0.057; H 0.065; H 0.050; H 0.058; H 0.047; O 0.141; C -0.596; O 0.058; C -0.102; C -0.067; O 0.039; H 0.129; H 0.134; H 0.133; H 0.122; C -0.100; C -0.259